A structure of composition C2H3HgO. Source: the Open Molecules 2025 dataset; level of theory: wB97M-V/def2-TZVPD.

```
7
Properties=species:S:1:pos:R:3:lowdin_charge:R:1
H -0.27 0.85 1.24 0.106
O 1.03 -0.98 -0.27 -0.471
Hg 2.68 -0.35 -0.07 1.184
C -0.77 0.45 0.35 0.123
H -0.59 0.10 -1.27 0.223
H -1.86 0.54 0.34 0.107
C -0.22 -0.62 -0.32 -0.272
```

energy above the lowest of the compared OMol25 structures with the same formula, charge and spin: 2.9721 eV
gap between HOMO and LUMO (alpha / beta): 7.9388 / 6.2844 eV
charge: +1

A cluster of 5 separate species, C5H14Cl2N4O8 in total. Source: the Open Molecules 2025 dataset; level of theory: wB97M-V/def2-TZVPD.

```
33
Properties=species:S:1:pos:R:3:mulliken_spin:R:1
H 1.96 -0.50 2.15 -0.003
Cl -1.06 2.38 3.11 0.264
C -1.31 4.15 2.94 -0.016
C 1.65 -4.02 -1.01 0.000
H -3.04 -0.67 -4.76 0.000
O 2.29 1.92 3.52 0.547
H 1.60 -3.99 0.07 0.000
C -3.09 0.07 -3.96 0.000
H -0.24 1.55 -0.32 0.002
N 2.86 0.85 3.57 -0.030
N -4.50 0.44 -3.62 0.000
C 2.91 0.02 2.28 0.032
O 3.15 -2.33 -0.76 0.001
O -5.27 -0.40 -3.31 0.000
O 3.54 -3.81 -2.36 0.001
N -0.20 -0.56 -0.41 0.000
H 2.99 0.70 1.43 0.000
O -4.77 1.65 -3.70 0.000
H -2.04 4.39 2.16 0.020
H -2.57 -0.21 -3.04 0.000
C -0.60 0.70 0.26 0.008
H 0.77 -3.58 -1.49 0.000
Cl -1.98 4.83 4.41 0.113
O 3.40 0.37 4.56 0.033
H -1.67 0.89 0.35 0.000
H -0.08 0.73 1.22 -0.008
O -0.26 -0.67 -1.63 0.001
H -0.36 4.67 2.79 0.025
H 1.72 -5.07 -1.29 0.000
N 2.87 -3.32 -1.43 0.000
H 3.74 -0.68 2.29 0.010
H -2.60 0.98 -4.31 0.000
O 0.19 -1.47 0.30 0.001
```

gap between HOMO and LUMO (alpha / beta): 7.2860 / 1.6561 eV
charge: +1
2S+1: 2
⟨S²⟩: 0.7573

A structure of composition C41H47F6N7O3PRbS. Source: the Open Molecules 2025 dataset; level of theory: wB97M-V/def2-TZVPD.

```
107
Properties=species:S:1:pos:R:3:mulliken_spin:R:1
C 13.62 18.96 13.63 0.138
P 10.42 13.06 14.43 0.000
H 10.42 21.12 15.34 -0.004
H 15.95 18.53 11.06 0.001
H 11.42 12.61 8.73 0.000
H 13.12 12.20 18.49 0.000
C 13.53 17.66 14.24 0.126
C 9.73 12.16 19.23 0.002
C 13.49 22.25 16.42 0.022
C 13.27 13.28 7.85 0.000
C 14.55 13.81 8.00 0.000
N 15.00 13.45 11.58 0.000
O 15.24 11.15 14.26 0.000
H 18.45 13.40 15.04 0.000
C 9.65 16.17 17.84 0.051
O 13.72 16.57 13.64 0.329
C 11.17 21.89 15.52 0.021
H 12.66 20.42 18.32 0.000
C 17.67 8.72 15.18 0.000
C 14.17 18.99 12.15 -0.011
H 8.92 14.50 18.98 0.000
N 16.30 14.15 9.88 0.000
H 13.30 17.20 11.34 -0.004
C 12.93 13.05 10.28 0.001
N 16.62 9.27 11.99 0.000
C 18.32 13.56 13.98 0.000
C 11.13 12.85 19.16 0.011
C 15.59 18.35 12.08 0.008
H 17.10 14.54 9.36 0.000
C 16.66 9.34 13.14 0.000
H 11.17 13.73 21.15 -0.001
H 7.92 15.83 19.65 -0.002
H 19.00 14.10 10.65 0.000
H 14.39 21.78 16.84 -0.001
H 11.53 22.30 14.58 -0.001
F 9.37 12.55 15.65 0.000
C 12.30 21.29 16.36 0.005
C 18.66 14.01 11.67 0.000
C 11.71 12.97 20.62 0.006
H 7.12 18.31 16.64 0.000
H 8.75 18.78 17.26 -0.002
H 15.14 14.05 7.14 0.000
H 13.73 22.56 15.41 -0.001
H 12.91 13.13 6.84 0.000
H 9.26 12.27 18.21 0.001
H 16.30 18.86 12.76 -0.002
H 10.70 22.63 16.08 0.000
C 15.04 13.93 9.31 0.000
C 12.44 12.92 8.95 0.000
C 11.02 14.22 18.45 0.027
C 9.85 14.91 18.53 -0.037
F 10.11 11.74 13.57 0.000
H 12.77 13.34 20.56 0.000
C 14.21 13.56 10.44 -0.001
C 17.35 13.90 12.09 0.002
H 10.63 17.74 16.79 0.001
H 13.32 23.18 16.91 0.002
N 17.14 13.73 13.43 0.000
F 9.30 13.92 13.75 0.000
C 12.06 11.93 18.38 0.004
O 13.39 14.46 18.12 0.097
H 8.14 17.61 19.64 0.000
H 6.41 15.92 16.82 0.000
C 12.87 18.80 16.33 -0.081
H 12.34 12.78 11.16 0.000
H 12.65 18.76 17.40 0.007
C 13.20 20.06 14.29 -0.034
F 11.55 13.46 13.29 -0.001
C 12.00 16.10 17.10 0.066
H 11.00 20.29 17.85 -0.003
C 7.40 15.55 17.02 0.002
H 11.69 12.03 21.13 0.000
H 12.18 18.65 11.26 -0.003
H 14.79 20.60 10.80 0.000
C 12.75 20.02 15.67 0.164
C 8.22 16.64 17.68 0.032
H 8.53 17.68 15.80 -0.001
H 13.34 21.08 13.85 -0.007
C 10.73 16.78 17.27 -0.026
C 16.20 13.84 11.23 -0.002
H 6.62 16.90 19.18 0.001
H 11.75 11.88 17.31 -0.003
S 19.74 13.68 12.98 0.000
H 13.49 18.47 10.10 0.001
C 12.22 14.86 17.92 0.058
C 8.16 17.96 16.82 0.006
H 7.89 15.13 16.13 0.000
C 13.21 18.28 11.15 0.009
H 9.14 12.70 19.95 0.000
N 12.92 16.36 16.19 -0.101
N 15.92 10.47 15.07 0.000
C 7.69 16.76 19.12 0.012
F 11.66 12.23 15.19 0.000
Rb 14.12 13.59 14.66 0.002
C 16.78 9.59 14.50 0.000
C 13.10 17.60 15.65 0.102
C 11.91 20.97 17.82 0.009
H 7.30 14.67 17.63 0.001
N 18.47 8.06 15.71 0.000
F 10.81 14.33 15.33 0.003
H 11.62 21.85 18.40 0.000
H 15.57 17.29 12.26 -0.003
H 15.08 21.05 12.43 0.000
C 14.34 20.48 11.80 0.000
H 13.38 20.98 11.88 0.000
H 11.96 10.90 18.73 0.000
H 9.77 11.10 19.46 -0.001
```

energy above the lowest of the compared OMol25 structures with the same formula, charge and spin: 0.0000 eV
gap between HOMO and LUMO (alpha / beta): 5.4549 / 4.8230 eV
charge: -1
2S+1: 2
⟨S²⟩: 0.8604

A structure of composition C26H34ClI2N4O4. Source: the Open Molecules 2025 dataset; level of theory: wB97M-V/def2-TZVPD.

```
71
Properties=species:S:1:pos:R:3:lowdin_charge:R:1
N 0.65 0.91 -4.25 -0.352
H -2.09 2.79 -0.25 0.072
H -0.37 0.81 4.81 0.050
N 4.91 3.35 -1.65 -0.345
H -4.71 -2.16 3.04 0.127
C -3.70 -2.54 2.93 0.000
C -2.62 1.97 -0.74 -0.091
H 1.49 4.83 -4.34 0.112
C -3.25 -3.44 1.83 -0.031
H -3.89 1.31 0.86 0.103
C 2.04 4.94 -3.41 -0.059
N -2.75 -2.26 3.74 -0.060
H -2.54 -2.41 -0.57 0.121
H 3.24 0.42 -4.76 0.126
H 2.36 -3.94 -0.28 0.067
C -3.03 0.93 0.31 -0.248
H -3.84 -3.31 0.93 0.129
H 3.39 3.33 -3.84 0.114
H -0.34 -4.62 1.80 0.123
C -2.23 -1.45 -0.16 -0.201
O 5.18 2.52 -2.48 0.066
N -1.82 -1.63 1.24 -0.001
Cl 1.34 -2.27 1.51 0.700
H -0.96 -1.14 1.44 0.067
I -4.65 -1.85 6.00 0.946
H 0.05 -2.64 -0.45 0.082
H -0.15 -0.83 4.30 0.068
H -2.00 1.54 -1.52 0.052
C 3.94 -0.13 -2.81 -0.067
C -0.77 -3.95 1.05 -0.145
H -1.29 -4.56 0.32 0.137
H -1.38 -1.11 -0.76 0.107
C -2.08 -0.40 5.17 -0.788
C 0.40 -3.28 0.35 -0.677
H 4.35 -0.62 -0.77 0.115
H 2.01 -0.24 -0.02 0.048
C -2.92 -1.40 4.88 -0.752
C -0.88 -0.03 4.35 -0.137
H -1.65 -3.99 3.62 0.149
C 1.68 0.48 -3.29 -0.152
C -1.76 -3.00 1.74 -0.441
H -4.27 -0.86 0.10 0.101
H 0.31 0.49 -1.65 0.095
C 3.79 4.26 -1.95 -0.146
C 3.10 4.10 -3.14 -0.004
H 1.02 -4.58 -1.27 0.089
H 4.96 -0.28 -3.13 0.116
C 1.68 5.93 -2.50 -0.066
H -3.34 -4.47 2.18 0.153
C -1.53 -2.96 3.27 -0.031
H -3.51 -0.28 -1.38 0.116
I -2.40 0.85 6.81 0.959
C 3.45 5.24 -1.03 -0.003
C 2.29 -0.10 -1.06 -0.086
H -3.51 2.41 -1.18 0.078
C 2.38 6.08 -1.31 -0.063
H -1.17 0.30 3.35 0.077
C 2.98 0.27 -3.73 -0.002
H -0.57 -2.61 3.63 0.100
C 1.32 0.30 -1.97 -0.013
H 0.84 6.58 -2.72 0.109
O 5.46 3.47 -0.58 0.085
O -0.47 1.09 -3.82 0.062
O 0.98 1.05 -5.40 0.092
C 3.60 -0.31 -1.48 -0.060
C 1.35 -4.32 -0.26 -0.098
H 4.01 5.34 -0.11 0.120
C -3.36 -0.43 -0.31 -0.182
H 1.34 -5.22 0.35 0.081
H 2.11 6.85 -0.61 0.109
H -2.23 0.85 1.05 0.079
```

gap between HOMO and LUMO: 7.4380 eV
charge: +1

Number 1: E -306.15269 Eh, F_max 10.5 eV Å⁻¹. Number 2: E -1939.41661 Eh, F_max 4.7 eV Å⁻¹. Number 3: E -3562.60448 Eh, F_max 2.8 eV Å⁻¹. Number 4: E -2586.23833 Eh, F_max 0.9 eV Å⁻¹.